C61H43EuI4N5O2Te | the ωB97M-V functional and the def2-TZVPD basis

Output
Kohn-Sham gap (alpha / beta) = 4.561 / 5.161 eV
DFT total energy = -134516.07368 eV
<S²> = 12.184
HOMO energy (alpha / beta) = -7.86 / -9.52 eV
Multiplicity = 7
E_LUMO (alpha / beta) = -3.30 / -4.36 eV
Total charge = +1

Geometry as XYZ:
```
117
Properties=species:S:1:pos:R:3:forces:R:3:lowdin_charge:R:1
Eu 14.645 14.302 11.124 1.1 1.2 2.0 2.13
I 11.162 7.692 17.704 -0.1 -0.3 0.3 0.90
C 12.108 9.309 16.823 -0.2 -0.2 0.0 -0.75
C 13.499 9.344 16.743 -0.4 0.1 -0.4 -0.13
C 14.094 10.364 16.010 0.1 -0.3 0.4 -0.05
C 13.298 11.301 15.356 0.6 1.1 -0.8 -0.17
C 11.904 11.290 15.527 0.0 0.2 -0.3 -0.03
C 11.286 10.281 16.263 1.0 0.8 -0.1 -0.15
C 13.952 12.318 14.428 -1.0 1.7 0.1 0.01
C 14.974 11.836 13.492 0.1 -0.3 -0.3 -0.23
C 15.397 10.454 13.397 -0.6 1.2 0.2 -0.03
C 16.378 10.421 12.456 1.1 0.0 -1.0 -0.03
C 16.592 11.752 11.951 -1.0 -0.2 0.1 -0.21
C 17.540 12.079 10.902 0.2 0.0 -0.1 -0.04
C 18.234 10.975 10.169 0.0 -0.3 0.0 -0.18
C 18.207 10.966 8.741 -0.3 0.9 1.1 -0.05
C 18.923 10.048 8.031 0.6 -1.1 0.0 -0.14
C 19.647 9.050 8.740 -0.3 0.3 -1.4 -0.74
I 20.793 7.651 7.711 0.0 -0.1 -0.2 0.89
C 19.615 8.958 10.096 -0.9 0.5 1.1 -0.15
C 18.902 9.943 10.819 0.6 -0.5 -0.2 -0.03
C 17.886 13.366 10.445 -2.0 -0.1 0.9 -0.26
N 17.023 14.437 10.700 0.9 0.7 -1.1 -0.03
C 17.643 15.547 10.115 -1.1 0.7 0.3 -0.22
C 17.066 16.869 10.085 1.9 -0.8 0.4 -0.01
C 17.946 18.050 9.732 -1.3 0.2 -0.1 -0.11
C 19.368 18.022 9.621 -0.9 0.3 0.0 -0.04
C 20.066 19.112 9.128 -0.5 0.6 0.3 -0.12
C 19.379 20.323 8.880 0.9 -1.3 0.2 -0.79
I 20.374 22.012 8.331 0.6 0.6 -0.3 0.95
C 18.027 20.412 9.073 -0.8 0.1 -0.4 -0.17
C 17.304 19.297 9.467 0.5 -0.6 0.1 -0.01
C 15.700 17.048 10.597 -1.9 0.6 -0.6 -0.35
C 14.600 17.775 9.988 1.8 -0.5 0.6 -0.07
C 13.649 17.926 10.973 -0.3 -0.3 1.6 -0.08
C 14.105 17.243 12.158 0.5 0.1 -1.9 -0.28
N 15.341 16.664 11.868 -0.6 -0.2 0.2 -0.02
C 13.431 17.170 13.472 0.4 -1.2 0.2 -0.03
C 13.234 15.854 14.052 -0.5 0.5 -1.0 -0.23
C 12.279 15.524 15.096 0.4 -0.6 0.8 -0.03
C 12.520 14.228 15.428 0.6 0.0 -0.2 -0.02
C 13.477 13.681 14.483 0.8 -0.9 -0.8 -0.21
N 13.852 14.715 13.595 -0.5 -0.3 0.0 0.01
C 12.978 18.377 14.149 0.3 0.5 -0.5 -0.14
C 12.979 19.639 13.479 -0.6 -0.8 1.0 -0.01
C 12.391 20.750 14.031 -0.8 0.6 1.1 -0.12
C 11.702 20.649 15.275 0.9 -0.5 -1.2 -0.72
I 10.659 22.273 16.063 0.1 -0.3 -0.1 0.88
C 11.835 19.447 15.979 -1.0 1.8 1.1 -0.15
C 12.564 18.410 15.496 0.4 -1.6 -0.3 -0.05
C 18.866 15.150 9.485 0.1 -1.5 -0.4 -0.02
C 19.007 13.788 9.678 0.7 0.8 -0.8 0.01
N 15.661 12.631 12.582 0.6 -1.6 -0.2 -0.04
H 14.091 8.539 17.159 0.0 0.2 0.2 0.10
H 15.184 10.399 15.952 -0.5 0.1 0.0 0.13
H 11.319 12.096 15.056 0.2 -0.7 0.2 0.12
H 10.223 10.315 16.439 -0.1 -0.3 -0.1 0.09
H 15.016 9.588 13.929 0.1 0.4 -0.1 0.11
H 16.938 9.515 12.167 -0.6 0.8 0.1 0.11
H 17.618 11.745 8.242 0.3 -0.3 0.1 0.12
H 18.916 10.048 6.939 0.1 0.0 0.4 0.10
H 20.043 8.102 10.617 0.2 0.4 -0.1 0.10
H 18.936 9.850 11.901 -0.1 0.4 -0.2 0.12
H 19.905 17.157 9.962 0.2 0.1 0.0 0.09
H 21.137 19.045 8.982 -0.1 0.1 0.1 0.10
H 17.537 21.353 8.802 0.0 -0.4 0.4 0.10
H 16.235 19.413 9.564 0.1 -0.2 0.1 0.09
H 14.601 18.255 9.022 -0.1 -0.2 -0.1 0.10
H 12.771 18.558 10.939 -0.1 -0.3 -0.2 0.09
H 11.547 16.138 15.619 0.5 0.0 -0.4 0.11
H 12.218 13.724 16.324 -0.5 -0.2 0.0 0.11
H 13.427 19.721 12.531 0.5 0.1 -0.9 0.08
H 12.442 21.724 13.542 -0.1 -0.4 0.0 0.10
H 11.354 19.415 16.962 0.4 -0.2 -0.2 0.10
H 12.816 17.570 16.158 -0.3 0.5 -0.4 0.12
H 19.463 15.740 8.802 -0.1 -0.2 0.4 0.11
H 19.840 13.181 9.273 -0.8 0.4 0.5 0.13
Te 9.645 16.492 11.954 0.2 0.4 0.1 1.32
C 8.920 16.047 10.043 -1.2 -1.0 -1.0 -0.56
C 7.687 15.326 9.972 1.2 0.9 0.3 -0.13
C 7.171 14.935 8.753 0.4 -0.6 0.1 -0.08
C 7.916 15.154 7.595 -1.5 -0.8 -0.5 -0.10
C 9.110 15.786 7.660 1.2 0.6 -0.3 -0.14
C 9.613 16.277 8.842 0.3 0.0 2.1 -0.15
C 8.774 18.417 11.990 -0.9 0.7 0.1 -0.53
C 8.916 19.272 10.888 0.8 -1.0 0.7 -0.15
C 8.400 20.549 10.924 -0.7 0.7 -0.1 -0.09
C 7.675 20.980 12.043 0.3 0.0 0.2 -0.07
C 7.504 20.114 13.142 -0.1 1.3 -1.2 -0.09
C 7.994 18.838 13.095 1.4 -1.0 -0.5 -0.15
H 7.203 15.080 10.909 -0.2 0.0 -0.1 0.08
H 6.310 14.284 8.744 -0.3 0.3 -0.2 0.11
H 7.561 14.789 6.625 0.0 0.1 0.4 0.11
H 9.730 15.868 6.791 0.1 0.3 -0.6 0.09
H 10.585 16.759 8.941 -0.1 0.0 -0.4 0.09
H 9.523 18.899 10.064 -0.2 0.4 -0.1 0.08
H 8.536 21.212 10.060 -0.1 -0.2 0.4 0.11
H 7.288 22.012 12.086 0.2 -0.7 0.0 0.11
H 6.989 20.492 14.000 -0.3 0.0 0.4 0.10
H 7.904 18.170 13.938 -0.2 0.0 0.1 0.09
O 13.594 12.284 9.939 0.4 0.4 0.5 -0.06
C 13.281 12.940 8.939 -0.7 0.6 -0.8 -0.64
O 13.460 14.204 8.778 0.2 -1.6 0.3 -0.13
C 12.508 12.157 7.816 -0.4 0.9 0.4 -0.14
N 12.423 13.087 6.614 0.5 -0.2 -0.5 0.10
C 12.687 12.275 5.340 0.8 0.3 0.2 -0.07
C 13.240 10.907 5.787 0.1 0.2 -0.1 -0.13
C 13.070 10.831 7.314 0.9 -0.7 0.8 -0.11
H 11.481 11.961 8.186 0.5 0.5 -0.1 0.17
H 13.168 13.807 6.728 -0.6 -0.3 0.3 0.17
H 11.535 13.595 6.567 0.2 -0.1 0.1 0.17
H 13.479 12.814 4.802 -0.6 0.0 -0.1 0.13
H 11.777 12.237 4.754 -0.1 0.0 0.0 0.13
H 14.298 10.816 5.496 -0.4 0.2 0.3 0.12
H 12.755 10.096 5.264 -0.4 -0.1 0.0 0.11
H 14.066 10.640 7.761 -0.6 0.1 0.0 0.13
H 12.406 10.027 7.695 0.5 0.4 -0.6 0.14
```
Positions in Å, forces in eV/Å.